(1)
Computed, not measured: a 2-piece molecular cluster, C19H31F3O5P overall, with ωB97M-V/def2-TZVPD.

The geometry in ORCA input format:
```
! RIJCOSX wB97M-V def2-TZVPD def2/J DEFGRID3
* xyz 1 1
O 1.08 3.51 -0.45
C 2.54 3.67 -0.63
C 3.43 3.00 0.61
C 3.91 1.45 0.32
C 2.55 0.50 0.15
P 3.13 -1.31 0.31
C 2.36 -2.34 -1.16
C 0.79 -2.75 -0.91
C -0.29 -1.57 -1.30
C -1.62 -1.59 -0.28
O -1.22 -1.42 1.14
C 2.59 -2.15 1.98
O 1.48 -1.47 2.65
C 1.89 -0.39 3.54
C 0.76 0.81 3.81
C 1.03 2.09 4.83
C 2.45 2.20 5.64
C 3.59 1.05 5.39
C 3.30 -0.23 4.36
H 0.64 3.85 -1.31
H 2.85 4.81 -0.74
H 2.84 3.05 -1.60
H 2.80 3.01 1.61
H 4.39 3.68 0.72
H 4.60 1.33 -0.63
H 4.48 1.08 1.29
H 1.70 0.80 0.90
H 2.18 0.68 -0.97
H 4.59 -1.42 0.18
H 2.44 -1.75 -2.19
H 2.97 -3.35 -1.26
H 0.56 -3.68 -1.62
H 0.54 -3.10 0.17
H -0.63 -1.78 -2.42
H 0.23 -0.50 -1.26
H -2.25 -2.55 -0.49
H -2.29 -0.67 -0.62
H -1.00 -2.31 1.56
H 3.52 -2.40 2.65
H 2.16 -3.22 1.64
H -0.28 0.76 3.26
H 0.17 2.91 5.00
H 2.62 3.11 6.39
H 4.63 1.09 5.96
H 4.14 -1.03 4.24
C -7.49 0.27 -2.45
C -7.23 0.00 -3.92
O -5.82 0.05 -4.20
C -5.11 -1.08 -3.90
O -5.61 -2.09 -3.41
C -3.64 -0.92 -4.29
F -3.13 0.29 -3.90
F -3.46 -0.99 -5.64
F -2.83 -1.86 -3.74
H -7.04 1.22 -2.15
H -8.57 0.32 -2.25
H -7.06 -0.50 -1.82
H -7.70 0.79 -4.53
H -7.66 -0.95 -4.24
*
```

Summary:
Orbital gap   8.46 eV
Highest occupied orbital energy   -11.04 eV

(2)
Computed, not measured: a 8-piece molecular cluster, C47H111F2N7O12S2 overall, with ωB97M-V/def2-TZVPD.

The geometry in ORCA input format:
```
! RIJCOSX wB97M-V def2-TZVPD def2/J DEFGRID3
* xyz 3 2
N -2.46 0.16 -0.08
S -1.73 -0.70 -1.17
O -1.15 -1.97 -0.80
O -1.24 -0.02 -2.36
F -3.19 -1.23 -1.74
S -1.04 0.96 0.34
O -0.64 2.14 -0.40
O 0.07 0.15 0.79
F -1.54 1.60 1.74
C 2.89 -9.13 -5.08
O 1.49 -8.77 -5.08
C 1.19 -7.40 -5.49
C -0.32 -7.18 -5.26
N -0.71 -7.35 -3.77
H -0.21 -8.15 -3.42
H -0.28 -6.61 -3.23
C -2.23 -7.46 -3.45
C -3.11 -6.37 -4.11
O -2.61 -5.08 -3.80
C -3.18 -4.01 -4.54
H 3.04 -10.20 -4.96
H 3.35 -8.57 -4.26
H 3.48 -8.98 -5.98
H 1.54 -7.29 -6.52
H 1.80 -6.75 -4.87
H -0.88 -7.93 -5.83
H -0.60 -6.16 -5.51
H -2.24 -7.53 -2.36
H -2.52 -8.42 -3.86
H -4.14 -6.51 -3.79
H -3.15 -6.59 -5.18
H -4.27 -4.12 -4.54
H -2.82 -3.99 -5.56
H -2.95 -3.14 -3.92
C -7.09 1.11 -1.83
O -6.57 0.62 -0.59
C -5.89 1.64 0.10
C -5.62 0.97 1.40
N -4.84 -0.32 1.19
H -5.44 -0.90 0.62
H -4.02 -0.12 0.65
C -4.38 -1.07 2.48
C -3.82 -2.49 2.15
O -4.70 -3.32 1.36
C -3.99 -4.06 0.34
H -6.33 1.30 -2.60
H -7.58 2.08 -1.77
H -7.76 0.33 -2.18
H -6.48 2.54 0.29
H -4.99 1.94 -0.43
H -6.54 0.72 1.92
H -5.02 1.49 2.14
H -5.35 -1.27 2.93
H -3.67 -0.54 3.12
H -3.56 -3.04 3.05
H -2.89 -2.27 1.63
H -3.56 -3.49 -0.49
H -4.58 -4.91 0.01
H -3.17 -4.60 0.81
C -2.30 2.78 10.14
O -2.53 3.20 8.82
C -3.84 3.02 8.38
C -3.94 3.54 6.91
N -2.97 2.97 5.85
H -2.66 2.07 6.18
H -3.49 2.68 5.03
C -1.67 3.81 5.63
C -0.74 2.98 4.74
O -0.59 1.71 5.41
C 0.39 0.92 4.75
H -1.22 2.80 10.28
H -2.48 1.72 10.30
H -2.82 3.42 10.85
H -4.40 3.54 9.16
H -4.15 1.99 8.22
H -3.74 4.61 6.89
H -4.84 3.38 6.32
H -1.17 3.93 6.59
H -1.86 4.72 5.06
H 0.19 3.54 4.64
H -1.26 2.94 3.78
H 0.26 -0.09 5.14
H 1.37 1.37 4.93
H 0.30 0.89 3.66
C 1.84 3.22 1.63
C 3.44 3.07 1.81
C 4.22 3.35 0.48
N 5.82 3.22 0.46
C 6.32 2.94 -0.98
C 7.88 3.04 -1.08
C 8.50 4.31 -0.44
C 7.94 4.54 1.09
C 6.43 4.44 1.22
C 6.26 1.97 1.18
H 1.44 2.58 0.84
H 1.46 4.23 1.45
H 1.33 2.72 2.45
H 3.65 2.17 2.38
H 3.83 3.83 2.48
H 3.79 4.30 0.18
H 3.78 2.74 -0.31
H 5.99 3.80 -1.57
H 5.72 2.08 -1.31
H 8.11 2.84 -2.13
H 8.32 2.28 -0.44
H 8.26 5.18 -1.05
H 9.57 4.07 -0.40
H 8.26 5.51 1.48
H 8.47 3.85 1.75
H 5.92 5.27 0.73
H 6.15 4.42 2.27
H 5.83 1.13 0.65
H 5.94 2.12 2.22
H 7.35 1.91 1.24
C 2.24 -0.01 -2.60
C 2.88 -0.43 -1.20
C 3.50 -1.88 -1.19
N 3.76 -2.46 0.21
C 4.68 -1.70 1.18
C 6.12 -1.69 0.69
C 6.72 -3.13 0.54
C 5.87 -3.95 -0.51
C 4.36 -3.92 -0.13
C 2.39 -2.73 0.95
H 1.39 -0.69 -2.59
H 2.83 -0.14 -3.51
H 1.88 1.02 -2.60
H 2.12 -0.37 -0.43
H 3.63 0.22 -0.76
H 4.44 -2.05 -1.71
H 2.82 -2.60 -1.65
H 4.24 -0.71 1.29
H 4.76 -2.02 2.22
H 6.23 -1.10 -0.23
H 6.83 -1.27 1.40
H 7.73 -3.17 0.15
H 6.87 -3.68 1.48
H 6.01 -3.69 -1.56
H 6.17 -4.99 -0.48
H 3.82 -4.45 -0.92
H 4.26 -4.61 0.70
H 1.69 -3.40 0.45
H 1.73 -1.86 1.03
H 2.65 -3.05 1.96
C -2.67 4.81 0.95
C -2.62 5.26 -0.48
C -3.26 4.17 -1.31
N -3.54 4.61 -2.86
C -4.39 3.47 -3.61
C -3.40 2.22 -3.78
C -2.09 2.54 -4.56
C -1.42 3.61 -3.84
C -2.28 4.89 -3.69
C -4.37 5.90 -3.00
H -3.67 4.49 1.25
H -2.57 5.64 1.66
H -1.90 4.05 1.02
H -1.60 5.62 -0.55
H -3.31 6.11 -0.43
H -4.30 3.94 -1.08
H -2.69 3.25 -1.31
H -5.29 3.23 -3.03
H -4.66 3.98 -4.53
H -3.25 1.77 -2.80
H -3.88 1.44 -4.37
H -1.50 1.63 -4.57
H -2.19 2.79 -5.62
H -1.04 3.36 -2.85
H -0.59 3.81 -4.51
H -1.68 5.71 -3.29
H -2.72 5.13 -4.66
H -3.66 6.65 -2.68
H -5.22 5.88 -2.32
H -4.63 6.08 -4.05
C -0.31 -5.66 -0.09
C 1.15 -5.97 -0.39
O 1.92 -6.12 0.56
O 1.51 -6.32 -1.55
H -0.46 -4.58 -0.03
H -0.60 -6.04 0.88
H -0.93 -6.12 -0.87
*
```

Summary:
Orbital gap (alpha / beta)   2.76 / 5.59 eV
Highest occupied orbital energy (alpha / beta)   -8.61 / -11.45 eV

(3)
Computed, not measured: an isolated molecule of C8H10N2O4S, with ωB97M-V/def2-TZVPD.

The geometry in ORCA input format:
```
! RIJCOSX wB97M-V def2-TZVPD def2/J DEFGRID3
* xyz 0 1
C -1.35 -1.45 1.71
C 0.02 -1.28 2.13
C -1.77 -0.54 0.77
C 0.57 0.18 0.36
C -0.92 0.45 0.07
C 2.97 0.27 -0.14
C 1.31 -0.07 -2.01
C 1.55 0.57 -0.64
N 0.80 -0.63 1.34
N -1.45 1.90 0.50
O -2.65 1.96 0.57
O -0.66 2.77 0.77
O -3.14 -0.15 -1.48
O -4.36 -1.42 0.32
S -3.13 -0.98 -0.31
H -2.05 -2.15 2.11
H 0.29 -1.90 2.98
H -1.15 0.58 -1.00
H 3.25 -0.63 -0.40
H 2.94 0.51 0.93
H 3.69 0.96 -0.73
H 1.15 -1.17 -1.92
H 1.99 0.26 -2.76
H 0.49 0.30 -2.47
H 1.61 1.65 -0.70
*
```

Summary:
Orbital gap (alpha / beta)   6.66 / 7.14 eV
Highest occupied orbital energy (alpha / beta)   -8.92 / -8.81 eV

Number 1: molecular weight 427.420 g/mol. Number 2: molecular weight 1068.572 g/mol. Number 3: molecular weight 230.245 g/mol.